16
Properties=species:S:1:pos:R:3:forces:R:3:mulliken_charge:R:1 method="wB97M-V/def2-TZVPD" homo_lumo_gap_ev=9.776 e_tot_ha=-400.14092 e_above_lowest_ev=2.192 smiles="CNCC(=O)O.O" lumo_energy_ev=0.572 homo_ev=-9.20
C -0.094077 -1.636239 -1.511978 -0.796 -1.283 -0.323 -0.774
N -1.164684 -0.678726 -1.161757 -0.174 2.917 -1.111 -0.385
C -0.547792 0.462014 -0.392336 -1.665 1.681 -0.619 -0.352
C 0.904290 0.728662 -0.600584 2.468 -0.044 0.282 0.470
O 1.478330 0.860381 -1.656510 -0.910 0.201 0.232 -0.567
O 1.671201 0.813266 0.559649 0.069 1.215 -0.617 -0.462
H -0.606015 -2.404492 -2.156234 0.817 0.560 0.569 0.333
H 0.277047 -2.186391 -0.563874 -0.620 1.065 -1.407 0.241
H 0.757977 -1.173997 -2.058362 -0.578 -0.587 0.330 0.288
H -1.744206 -0.220999 -1.978695 2.027 -1.745 1.687 0.296
H -0.861894 0.344632 0.608908 0.540 -0.507 1.494 0.304
H -0.970392 1.563899 -0.526174 0.330 -2.213 -0.652 0.263
H 2.510920 1.324784 0.320655 -1.542 -1.254 0.183 0.355
O -0.754833 0.471229 3.519914 -1.974 -2.244 0.419 -0.581
H -0.642561 0.630103 4.439212 -0.110 -0.093 1.377 0.296
H -0.213309 1.101875 3.158166 2.118 2.330 -1.843 0.276